Entry from the OMol25 dataset: a structure of composition C35H47LaN9O12P2S at a distorted geometry (ωB97M-V/def2-TZVPD).

Gap between HOMO and LUMO in eV: 7.09
Energy above the lowest of the compared OMol25 structures with the same formula, charge and spin in kJ/mol: 77.9
E_HOMO in eV: -4.839
DFT total energy in hartree: -3870.43604
LUMO level in eV: 2.250

ORCA input file:
```
! RIJCOSX wB97M-V def2-TZVPD def2/J DEFGRID3
* xyz -1 1
La -18.8899 -8.8114 -2.8084
N -18.0309 -6.7617 -1.3249
C -16.6174 -6.3555 -1.2628
C -15.9610 -5.8131 -2.5394
N -16.8964 -5.2465 -3.4523
C -16.4003 -4.6453 -4.6731
C -15.2373 -5.3430 -5.3265
N -15.2383 -6.7878 -5.2929
H -18.3141 -7.1753 -0.4234
H -18.7345 -6.0136 -1.4868
H -16.4890 -5.5833 -0.4668
H -16.1036 -7.2629 -0.8567
H -15.1947 -5.0406 -2.3014
H -15.4198 -6.6355 -3.0787
H -17.6972 -4.7503 -3.1115
H -17.2200 -4.6090 -5.4081
H -16.1654 -3.5920 -4.4626
H -15.2168 -4.9178 -6.3208
H -14.2983 -5.0078 -4.8429
H -16.1997 -7.1067 -5.3255
H -14.7997 -7.1933 -6.1214
O -18.6934 -7.7983 -5.0144
C -19.5131 -7.4932 -5.9861
C -20.7609 -6.8203 -5.8189
C -21.7432 -6.9444 -6.7882
C -21.4341 -7.4341 -8.0541
C -20.1356 -7.8032 -8.3551
C -19.1669 -7.9576 -7.3287
C -17.9540 -8.6104 -7.7400
N -16.6508 -8.2906 -7.4813
C -15.9310 -9.0806 -8.3513
C -16.7303 -9.8753 -9.1183
N -18.0383 -9.5450 -8.7349
H -20.9587 -6.2219 -4.8862
H -22.6933 -6.4378 -6.5637
H -22.2181 -7.5248 -8.8036
H -19.7924 -8.0224 -9.4179
H -14.8580 -8.9950 -8.3600
H -16.4666 -10.5633 -9.9016
H -18.8940 -9.9287 -9.1438
C -22.8646 -6.2108 0.4535
C -22.3237 -6.2944 -0.9371
O -23.3697 -6.0695 -1.9667
P -21.1920 -4.8598 -1.1308
O -20.6174 -4.3807 0.2987
O -22.1928 -3.6725 -1.4749
O -20.0617 -5.0499 -2.0631
P -21.6473 -8.1041 -1.3454
O -21.3375 -8.4106 -2.8187
O -22.8520 -8.8450 -0.8511
O -20.2958 -8.0493 -0.6274
H -23.2215 -5.2175 0.6727
H -22.1290 -6.5261 1.2340
H -23.7054 -6.8734 0.4451
H -23.7637 -6.9637 -2.1234
H -19.7526 -3.9373 0.1774
H -22.7963 -3.9346 -2.2076
H -21.7476 -9.4469 -3.9931
C -17.3690 -12.7764 -5.2752
C -18.1026 -11.5857 -4.7436
N -17.4676 -10.6971 -4.0183
O -16.2300 -11.1489 -3.6119
C -19.5152 -11.2817 -5.0961
C -20.2759 -12.1658 -6.0346
N -20.1157 -10.3186 -4.4545
O -21.4683 -10.1033 -4.7053
H -16.5193 -12.4009 -5.8810
H -17.9821 -13.3999 -5.9060
H -16.9168 -13.3419 -4.4306
H -15.9630 -10.5022 -2.8813
H -20.4201 -13.1934 -5.6086
H -19.8060 -12.2167 -7.0227
H -21.2528 -11.6867 -6.2008
C -21.3004 -10.5644 4.5015
C -20.4564 -10.9267 3.2957
C -19.1496 -10.4061 3.1976
C -18.3282 -10.6923 2.1043
C -18.8876 -11.3319 1.0211
C -20.1744 -11.9229 1.0855
C -20.9661 -11.6499 2.1996
S -18.1025 -11.4846 -0.5651
O -19.1498 -10.9006 -1.4805
O -17.7958 -12.8779 -0.7534
N -16.8516 -10.4513 -0.7279
C -15.6645 -10.8039 -0.1547
C -15.3958 -11.8170 0.8276
C -14.2544 -11.6929 1.6312
C -13.3452 -10.6588 1.4978
C -13.4487 -9.7909 0.4015
C -12.4548 -8.8913 0.0163
C -12.4090 -8.4344 -1.2834
C -13.5007 -8.7194 -2.1276
N -14.5272 -9.4979 -1.7717
C -14.5540 -9.9577 -0.4999
H -20.9526 -11.1404 5.3843
H -22.3830 -10.8135 4.2991
H -21.2015 -9.4747 4.7614
H -18.7503 -9.7585 3.9872
H -17.2886 -10.3187 2.1124
H -20.5888 -12.5089 0.2180
H -22.0167 -11.8952 2.2346
H -16.1270 -12.5882 1.0484
H -14.0330 -12.4307 2.4058
H -12.4493 -10.6870 2.1196
H -11.6405 -8.6901 0.6852
H -11.5541 -7.8675 -1.7023
H -13.5556 -8.3102 -3.1101
*
```

Here are the Mulliken charges for atoms 1 to 6, given in e: atom 1 (La): 2.208, atom 2 (N): 0.061, atom 3 (C): -0.656, atom 4 (C): 0.110, atom 5 (N): 0.175, atom 6 (C): -0.855


Entry from the OMol25 dataset: a structure of composition C35H48Ge2KN11O6P3 at a distorted geometry (ωB97M-V/def2-TZVPD).

Gap between HOMO and LUMO (alpha / beta) in eV: 6.61 / 8.08
Energy above the lowest of the compared OMol25 structures with the same formula, charge and spin in kJ/mol: 80.9
E_HOMO (alpha / beta) in eV: -6.437 / -8.239
DFT total energy in hartree: -8194.41224
LUMO level (alpha / beta) in eV: 0.176 / -0.156

ORCA input file:
```
! RIJCOSX wB97M-V def2-TZVPD def2/J DEFGRID3
* xyz 0 2
K 0.0927 0.8451 0.6912
C 1.3948 0.8537 5.8593
N 1.7260 0.2251 4.6040
C 2.8866 0.3911 3.8981
C 2.7078 -0.2617 2.7138
N 1.4579 -0.8084 2.6695
C 0.8904 -0.5043 3.8163
P -0.7796 -0.9817 4.3636
C -1.2781 -2.0686 2.9974
N -1.8570 -1.7560 1.8544
C -2.1357 -2.9394 1.2425
C -1.7002 -3.9813 2.0093
N -1.1620 -3.4207 3.1324
C -0.4819 -4.1333 4.1902
C -1.6727 0.5424 3.9619
N -1.6574 1.1417 2.7931
C -2.3263 2.3107 2.9545
C -2.7599 2.4213 4.2477
N -2.3452 1.2863 4.8891
C -2.5293 0.9951 6.2939
H 2.3103 1.2160 6.3217
H 0.9225 0.1308 6.5259
H 0.7268 1.7018 5.6935
H 3.7041 0.9727 4.2868
H 3.3791 -0.3434 1.8753
H -2.6008 -2.9795 0.2711
H -1.6838 -5.0441 1.8481
H -0.5843 -5.2004 4.0058
H -0.9207 -3.8916 5.1582
H 0.5793 -3.8800 4.1954
H -2.4457 3.0126 2.1465
H -3.3056 3.1934 4.7621
H -3.4230 1.5071 6.6448
H -1.6718 1.3296 6.8804
H -2.6603 -0.0756 6.4331
N -2.6642 3.4976 -3.4356
C -1.8386 4.5188 -3.8459
C -1.0972 4.8501 -2.7537
N -1.4305 4.0479 -1.6958
C -2.3634 3.2403 -2.1297
C -3.0347 2.2078 -1.3534
N -2.4887 1.4724 -0.4182
C -3.4919 0.6779 0.0724
C -4.6593 0.9418 -0.5775
N -4.3608 1.9191 -1.5002
H -3.2135 2.9056 -4.0338
H -1.8628 4.9098 -4.8468
H -0.3547 5.6235 -2.6569
H -3.2843 -0.0327 0.8573
H -5.6492 0.5326 -0.4830
H -5.0121 2.4153 -2.0811
N 3.9620 3.0870 0.2173
C 2.6324 3.2796 -0.4754
C 2.8294 4.4337 -1.4539
P 2.5227 1.6684 -1.4186
O 1.1984 1.8842 -2.3373
O 3.7752 1.6960 -2.2209
O 2.2121 0.5689 -0.4671
P 1.6109 3.8899 0.9944
O 0.4375 4.7389 0.3397
O 2.5879 4.8357 1.6121
O 1.1100 2.7001 1.7301
H 4.6814 2.9461 -0.4981
H 3.9165 2.2564 0.8121
H 4.0713 3.9307 0.8196
H 3.6249 4.2034 -2.1658
H 3.0405 5.3599 -0.9173
H 1.9071 4.5736 -2.0147
H 1.4291 2.0770 -3.2539
H -0.2700 4.2942 -0.1820
C -1.8327 0.1454 -4.1543
Ge -1.5449 -1.6296 -3.3268
C -1.2169 -2.9266 -4.7988
C -3.2147 -2.1908 -2.4407
Ge 0.4195 -1.5336 -1.8401
C 1.9883 -1.4425 -3.0097
C 1.9361 -0.8201 -4.2546
C 3.0548 -0.7308 -5.0663
C 4.2624 -1.2624 -4.6425
C 4.3355 -1.8863 -3.4075
C 3.2102 -1.9751 -2.6030
C 0.6325 -3.1803 -0.7855
C 0.0878 -4.3895 -1.2082
C 0.2862 -5.5595 -0.4900
C 1.0318 -5.5364 0.6805
C 1.5667 -4.3364 1.1227
C 1.3672 -3.1721 0.3958
H -2.9012 0.2848 -4.3414
H -1.3152 0.2053 -5.1126
H -1.4696 0.9465 -3.5142
H -1.9597 -2.7758 -5.5859
H -1.3075 -3.9582 -4.4592
H -0.2265 -2.7981 -5.2356
H -4.0278 -2.1650 -3.1699
H -3.4955 -1.5574 -1.6028
H -3.1218 -3.2187 -2.0891
H 1.0029 -0.3873 -4.6101
H 2.9845 -0.2390 -6.0291
H 5.1425 -1.1855 -5.2681
H 5.2751 -2.2998 -3.0629
H 3.2930 -2.4600 -1.6373
H -0.4936 -4.4432 -2.1257
H -0.1373 -6.4899 -0.8482
H 1.1971 -6.4478 1.2423
H 2.1500 -4.2994 2.0356
H 1.7705 -2.2429 0.7741
*
```

Here are the Mulliken charges for atoms 1 to 6, given in e: atom 1 (K): 1.798, atom 2 (C): -0.873, atom 3 (N): 0.158, atom 4 (C): -0.875, atom 5 (C): -0.656, atom 6 (N): 0.337


Entry from the OMol25 dataset: a structure of composition C35H48O3P4Pd at a distorted geometry (ωB97M-V/def2-TZVPD).

Gap between HOMO and LUMO (alpha / beta) in eV: 5.49 / 2.66
E_HOMO (alpha / beta) in eV: -17.596 / -17.592
DFT total energy in hartree: -3079.91861
LUMO level (alpha / beta) in eV: -12.103 / -14.936

ORCA input file:
```
! RIJCOSX wB97M-V def2-TZVPD def2/J DEFGRID3
* xyz 4 5
P 3.1233 -0.0971 -1.4258
C 3.5983 -0.3773 0.2577
H 4.6172 -0.7979 0.2659
H 2.9038 -1.0870 0.7228
H 3.5866 0.5559 0.8351
C 2.8906 -1.6613 -2.2439
H 2.8229 -1.5454 -3.3313
H 1.9848 -2.1578 -1.8684
H 3.7632 -2.2797 -2.0084
C 4.2686 0.9790 -2.2654
H 5.2375 0.4535 -2.3231
H 4.3923 1.9015 -1.6854
H 3.9207 1.2235 -3.2762
P -0.9289 3.0618 -2.2740
C -0.8874 3.6441 -0.5730
H -1.2506 4.6807 -0.5409
H 0.1376 3.5885 -0.1945
H -1.5275 3.0066 0.0416
C 0.0935 4.2359 -3.1959
H 0.1073 3.9962 -4.2638
H 1.1171 4.1846 -2.8060
H -0.3192 5.2395 -3.0390
C -2.6316 3.3354 -2.8269
H -2.7918 4.4189 -2.9043
H -3.3148 2.9060 -2.0843
H -2.8119 2.8593 -3.7940
P -2.4110 -1.7199 -1.2136
C -3.0503 -1.9342 0.4216
H -3.7164 -2.8127 0.4211
H -3.6192 -1.0448 0.7272
H -2.2355 -2.1021 1.1387
C -3.6975 -1.7898 -2.4427
H -4.2574 -2.7231 -2.2796
H -3.2938 -1.7786 -3.4625
H -4.3728 -0.9353 -2.3123
C -1.0437 -2.8126 -1.5306
H -1.4186 -3.8460 -1.4372
H -0.2641 -2.6282 -0.7802
H -0.6297 -2.6678 -2.5344
Pd -0.2232 0.7204 -3.0967
C 1.4659 0.8642 -1.4766
O 1.3393 1.6599 -0.5826
C -1.6928 0.0356 -1.4241
O -2.1207 0.8419 -0.6266
C -1.5467 0.3713 -4.7612
C -0.9240 -0.8417 -4.5009
C 0.4653 -0.9094 -4.4446
C 1.2241 0.2389 -4.6239
C 0.6038 1.4299 -4.9850
C -0.7839 1.4892 -5.0774
H -2.6393 0.4502 -4.7035
H -1.5212 -1.7359 -4.3065
H 0.9488 -1.8612 -4.2009
H 2.3100 0.2187 -4.4848
H 1.2097 2.3290 -5.1326
H -1.2788 2.4311 -5.3242
O 0.3353 -0.8385 1.0002
P 0.1999 -0.6958 2.4847
C 1.7292 -0.1340 3.2711
C 2.7205 -1.0916 3.5538
C 3.9749 -0.6933 4.0145
C 4.2498 0.6628 4.2166
C 3.2528 1.6145 3.9762
C 1.9921 1.2184 3.5244
C -1.1714 0.4001 2.9275
C -2.3364 -0.0794 3.5492
C -3.3618 0.8066 3.8928
C -3.2335 2.1708 3.6212
C -2.1010 2.6402 2.9480
C -1.1003 1.7499 2.5550
C -0.1403 -2.2802 3.2774
C -0.1687 -3.4481 2.4987
C -0.4025 -4.6797 3.1111
C -0.5807 -4.7546 4.4958
C -0.5279 -3.5929 5.2762
C -0.3093 -2.3555 4.6685
H 2.5063 -2.1526 3.4128
H 4.7399 -1.4475 4.2078
H 5.2362 0.9760 4.5640
H 3.4559 2.6752 4.1410
H 1.2125 1.9631 3.3824
H -2.4449 -1.1445 3.7661
H -4.2598 0.4191 4.3789
H -4.0190 2.8644 3.9213
H -1.9932 3.7017 2.7205
H -0.2547 2.0981 1.9587
H 0.0023 -3.3837 1.4227
H -0.4401 -5.5815 2.4962
H -0.7579 -5.7213 4.9705
H -0.6584 -3.6438 6.3577
H -0.2736 -1.4470 5.2742
*
```

Here are the Mulliken charges for atoms 1 to 6, given in e: atom 1 (P): 0.857, atom 2 (C): -0.802, atom 3 (H): 0.579, atom 4 (H): 0.111, atom 5 (H): 0.396, atom 6 (C): -1.292